(1)
The molecule C7H9NO. Source: the OMol25 dataset; level of theory: ωB97M-V/def2-TZVPD.

Results
lowest unoccupied orbital energy: 0.6251 eV
spin multiplicity: 1
HOMO: -7.7 eV
structure (SMILES): O=C1CC[C@@H]2CNC=C12
total charge: 0

Each line ends with the Löwdin charge.
Geometry (Å):
O (-2.347237, -1.799266, 0.050312)  0.017
N (1.932402, -1.072068, -0.103448)  -0.053
C (1.845567, 0.351657, 0.104456)  -0.145
C (0.345320, 0.537912, 0.490076)  -0.243
C (-0.232571, -0.788846, 0.240218)  -0.197
C (-2.026177, 0.597727, 0.035114)  -0.098
C (0.741533, -1.737269, -0.034151)  0.029
C (-1.590477, -0.795763, 0.083346)  -0.454
C (-0.711661, 1.360848, -0.329660)  -0.111
H (-2.536467, 0.764663, 0.936308)  0.107
H (2.092253, 1.013392, -0.885671)  0.155
H (2.583820, 0.554262, 0.954489)  0.129
H (0.378710, 0.923666, 1.497520)  0.136
H (0.684625, -2.737768, -0.363591)  0.125
H (-0.466453, 1.471570, -1.453966)  0.141
H (-0.619027, 2.404860, 0.012149)  0.099
H (-2.916813, 0.504094, -0.733802)  0.167
H (2.842660, -1.553672, -0.499703)  0.194

Atoms 1-3, force components in eV/Å:
O 1.038 1.719 -0.222
N 3.047 -2.939 -1.534
C 0.880 1.834 -1.090



(2)
A cluster of 2 separate species, CH6N3 in total. Source: the OMol25 dataset; level of theory: ωB97M-V/def2-TZVPD.

Results
lowest unoccupied orbital energy: -4.5690 eV
spin multiplicity: 1
HOMO: -15.6 eV
total charge: +1

Each line ends with the Löwdin charge.
Geometry (Å):
N (-0.342027, -1.209733, -1.724484)  0.218
N (0.520671, 0.023957, 1.664114)  0.174
N (0.285267, -0.577365, 0.521492)  0.109
C (-0.012963, -0.648849, -0.604935)  -0.077
H (-0.803870, -2.101981, -1.756723)  0.152
H (-0.556517, 2.485027, 0.407526)  0.058
H (1.377216, -0.136408, 1.991770)  0.090
H (-0.208510, 0.624276, 1.934502)  0.107
H (-0.205453, -0.553216, -2.475632)  0.144
H (-0.053813, 2.094293, 0.042370)  0.026

Atoms 1-3, force components in eV/Å:
N 0.450 1.580 0.550
N -3.807 -1.160 -3.172
N 0.650 1.514 0.173



(3)
The molecule C7H7BrN2. Source: the OMol25 dataset; level of theory: ωB97M-V/def2-TZVPD.

Results
lowest unoccupied orbital energy (alpha / beta): -0.4677 / -0.8178 eV
spin multiplicity: 1
HOMO (alpha / beta): -8.4 / -7.1 eV
total charge: 0

Each line ends with the Löwdin charge.
Geometry (Å):
Br (-0.815237, -4.386065, -0.821712)  0.520
N (1.044962, 2.950816, -0.603704)  0.023
N (-0.002694, 2.616452, -1.296722)  -0.032
C (1.426004, 1.889414, 0.008098)  -0.107
C (0.564675, 0.749469, -0.279796)  -0.226
C (0.951098, -0.480264, 0.192784)  -0.067
C (-0.705527, -2.412696, -0.454425)  -0.493
C (0.379311, -1.706868, 0.451908)  -0.287
C (-0.348278, 1.276928, -1.137955)  -0.002
C (-1.143386, -1.790989, 0.823937)  -0.143
H (2.350999, 1.932127, 0.495316)  0.100
H (-1.172409, 1.087400, -1.757720)  0.108
H (1.101057, -2.403043, 0.891194)  0.134
H (-0.383518, 3.269431, -1.956047)  0.148
H (2.001471, -0.405070, 0.521108)  0.124
H (-1.511941, -2.393853, 1.622758)  0.082
H (-1.651716, -0.803988, 0.902257)  0.117

Atoms 1-3, force components in eV/Å:
Br 0.160 1.656 0.722
N 1.082 1.736 -0.003
N -1.293 -1.517 -0.277



(4)
A cluster of 2 separate species, C3H10N4 in total. Source: the OMol25 dataset; level of theory: ωB97M-V/def2-TZVPD.

Results
lowest unoccupied orbital energy (alpha / beta): -4.4301 / -8.1289 eV
spin multiplicity: 2
HOMO (alpha / beta): -12.1 / -12.0 eV
total charge: +1

Each line ends with the Löwdin spin population.
Geometry (Å):
N (-0.717363, 1.416246, 0.448714)  0.279
N (0.106205, -1.061096, -1.143100)  0.015
N (-0.862657, -3.118659, -0.653778)  -0.001
N (1.110132, -2.534863, 0.406776)  0.010
C (0.255573, 2.157461, 0.942376)  0.149
C (0.199814, -2.258637, -0.437663)  0.000
C (0.466695, 3.479506, 0.567484)  0.497
H (-1.098971, -3.251153, -1.627907)  0.000
H (0.919301, 1.665842, 1.645867)  0.001
H (1.884731, -1.880427, 0.328352)  0.000
H (-0.673586, -4.003399, -0.203287)  0.000
H (-1.510672, 1.929498, 0.040582)  0.004
H (-0.830689, -0.812327, -1.429260)  0.000
H (-0.978097, 0.580166, 0.974108)  0.004
H (1.326782, 4.017545, 0.946676)  0.022
H (-0.196970, 3.994570, -0.117602)  0.020
H (0.599777, -0.320276, -0.688334)  0.000

Atoms 1-3, force components in eV/Å:
N -1.170 0.961 1.166
N -0.255 -0.108 -0.330
N 0.037 -0.108 0.066



Computed E_tot, in the same sequence as the records: -10940.3099 -5594.3218 -80389.6020 -9224.9353 eV.
Computed relative energy (zero: lowest compared OMol25 entry of this formula, charge and spin), in the same sequence as the records: 241.65 446.04 431.89 55.95 kJ/mol.
Computed max |F|, in the same sequence as the records: 4.8 5.1 3.0 1.9 eV Å⁻¹.